Record 1
# C6H12N2

A cluster of 2 separate species, C6H12N2 in total at a distorted geometry (wB97M-V/def2-TZVPD, the Open Molecules 2025 dataset).

Computed properties:
**Relative energy (zero: lowest compared OMol25 entry of this formula, charge and spin)**: 3.943 eV
**Net charge**: 0
**Structure (SMILES)**: [H]/N=C/C(=C)N.C=CC
**Highest occupied orbital energy**: -8.876 eV
**LUMO energy**: 0.01671 Ha
**Electronic energy**: -9392.90726 eV

Last column: Löwdin charge in e.
CARTESIAN COORDINATES (ANGSTROEM)
C -2.008 -1.330 -0.090  -0.118
C -2.220 0.120 -0.372  -0.259
C -2.020 1.099 0.498  -0.025
H -2.643 0.351 -1.345  0.093
H -1.140 -1.693 -0.647  0.050
H -2.878 -1.916 -0.392  0.072
H -1.833 -1.502 0.971  0.070
H -1.695 0.898 1.509  0.058
H -2.259 2.126 0.268  0.050
C 1.830 0.298 0.482  -0.475
N 2.824 1.254 0.333  0.063
C 1.163 0.392 -0.844  -0.300
C 1.653 -0.610 1.439  0.058
N 0.937 -0.646 -1.576  0.119
H 3.746 0.834 0.274  0.081
H 2.504 1.410 -0.891  0.184
H 0.370 -0.424 -2.395  0.053
H 0.525 1.293 -0.880  0.123
H 0.825 -1.296 1.370  0.046
H 2.319 -0.656 2.288  0.056



Record 2
# C2H2O2S2

The molecule C2H2O2S2 at a distorted geometry (wB97M-V/def2-TZVPD, the Open Molecules 2025 dataset).

Computed properties:
**Relative energy (zero: lowest compared OMol25 entry of this formula, charge and spin)**: 2.057 eV
**Net charge**: 0
**Structure (SMILES)**: O=C(S)C(O)=S
**Highest occupied orbital energy**: -9.826 eV
**LUMO energy**: -0.04560 Ha
**Electronic energy**: -27869.54914 eV

Last column: Löwdin charge in e.
CARTESIAN COORDINATES (ANGSTROEM)
C 0.778 0.300 -0.013  -0.921
C -0.515 -0.440 -0.038  -0.568
H 1.544 1.989 0.335  0.157
H -2.285 1.459 -0.273  -0.148
O 0.547 1.603 0.447  -0.083
O -0.316 -1.608 0.535  -0.068
S 2.195 -0.269 -0.271  0.873
S -2.363 0.109 -0.204  0.758



Record 3
# C12H11BrCl2MgN3O6PS

A structure of composition C12H11BrCl2MgN3O6PS at a distorted geometry (wB97M-V/def2-TZVPD, the Open Molecules 2025 dataset).

Computed properties:
**Net charge**: +2
**Highest occupied orbital energy**: -14.872 eV
**LUMO energy**: -0.40894 Ha
**Electronic energy**: -150011.53262 eV

Last column: Löwdin charge in e.
CARTESIAN COORDINATES (ANGSTROEM)
C -0.508 -4.094 -0.961  -0.150
C -1.073 -2.598 -0.851  -0.645
Cl -2.882 -2.780 -0.562  0.677
C -0.441 -1.812 0.389  -0.520
Cl 1.193 -2.528 0.970  0.709
C -0.350 -0.261 0.217  -0.149
C 0.772 0.414 -0.620  -0.112
P 2.075 -0.514 -1.553  0.559
O 3.272 -0.700 -0.660  -0.308
O 2.611 0.288 -2.940  -0.129
O 1.620 -2.033 -2.083  -0.170
C 0.778 1.912 -0.642  -0.042
C 1.895 2.763 -1.404  -0.132
O 2.223 3.981 -0.667  -0.144
N 3.438 3.801 0.011  0.011
O 3.299 3.091 0.940  0.089
C -0.281 2.723 0.070  -0.211
N -0.496 4.100 0.160  -0.204
S -1.856 4.387 1.084  1.095
N -2.373 2.824 1.505  -0.197
C -1.407 2.066 0.855  -0.278
C -1.381 0.531 0.910  -0.060
C -2.553 -0.131 1.738  -0.130
C -2.169 0.055 3.258  -0.730
O -1.145 -0.435 3.741  -0.078
Br -3.327 1.130 4.409  0.818
H 0.565 -4.130 -1.298  0.069
H -1.127 -4.643 -1.739  0.101
H -0.604 -4.641 0.031  0.088
H -0.981 -2.040 -1.827  0.108
H -1.136 -2.042 1.258  0.076
H 1.866 0.869 -3.226  0.082
H 1.025 -1.884 -2.854  0.098
H 1.533 3.098 -2.415  0.151
H 2.871 2.182 -1.445  0.122
H -3.494 0.465 1.512  0.132
H -2.784 -1.192 1.443  0.064
Mg 1.329 -2.223 3.246  1.340



| no. | orbital gap (eV) |
| --- | --- |
| 1 | 9.33 |
| 2 | 8.59 |
| 3 | 3.74 |